The following is a quantum chemistry calculation of a cluster of 4 separate species, H10NO3 in total, from the OMol25 dataset.

Output
Orbital gap = 11.69 eV
Total energy = -7788.6163 eV
ΔE to the lowest compared entry with this formula, charge and spin = 24.5 kcal per mole
Charge = +1
Largest force on an atom = 3.44 eV Å⁻¹

```
14
Properties=species:S:1:pos:R:3:forces:R:3
N 0.340980 -0.972928 -0.064111 3.026 -0.195 -1.622
H 1.390244 -0.519805 0.078736 -2.321 -0.663 -1.703
H 0.479726 -1.828971 0.481723 -1.107 0.143 -0.085
H -0.245932 -0.253166 0.303154 -1.076 0.706 1.230
H -0.065059 -1.172437 -1.055193 1.493 0.312 1.952
H 3.720433 0.734193 -0.266265 -1.676 -0.471 0.807
H 3.161223 0.318317 1.096740 0.960 -0.393 2.430
O 2.879369 0.514788 0.242022 0.458 0.660 -3.011
H -3.582826 -1.385824 -1.754893 0.833 0.578 0.445
H -3.320003 -0.025931 -1.049493 0.479 -0.968 -0.414
O -2.863227 -0.848760 -1.346470 -1.098 0.390 0.019
H -1.414242 1.817124 1.317399 -0.746 0.828 0.465
H 0.114116 2.147547 1.010209 -0.923 -0.205 0.151
O -0.594803 1.475853 1.006440 1.698 -0.721 -0.663
```
Positions in Å, forces in eV/Å.

Results of the Löwdin charge analysis, in e, for atoms 1 through 2:
1 N 0.25
2 H 0.16

=====

The following is a quantum chemistry calculation of a structure of composition C41H45N3O5PtS, from the OMol25 dataset.

Output
Orbital gap = 4.04 eV
Total energy = -72019.2366 eV
ΔE to the lowest compared entry with this formula, charge and spin = 112.0 kcal per mole
Charge = +2
Largest force on an atom = 4.63 eV Å⁻¹

```
96
Properties=species:S:1:pos:R:3:forces:R:3
Pt -0.081700 0.004700 0.378200 -4.401 -0.838 -1.177
C -0.044500 3.060800 2.947800 -0.113 -0.005 -0.030
C 0.837500 2.203500 2.094900 -0.038 -0.867 -0.240
C 0.874300 0.785300 2.270400 0.815 0.560 0.540
C 0.245500 0.146300 3.488900 -0.069 -0.093 -0.076
C 1.833300 -0.000400 1.526900 0.367 1.009 0.230
C 2.193000 -1.373700 2.039200 -0.087 -0.043 -0.046
C 2.614000 0.629200 0.518700 0.136 0.618 0.312
C 3.719400 -0.122900 -0.164400 -0.079 -0.053 -0.017
C 2.473500 2.014900 0.293000 -0.091 -0.262 0.529
C 3.256300 2.697400 -0.783700 0.148 0.020 -0.072
C 1.677700 2.802800 1.149300 0.375 -0.509 -0.403
C 1.807900 4.292300 1.053900 -0.019 0.035 0.049
H 0.507400 3.397200 3.827100 -0.049 0.052 0.107
H -0.931800 2.533100 3.281600 -0.048 0.020 0.006
H -0.372600 3.940300 2.403300 -0.072 0.054 -0.008
H -0.334300 -0.743000 3.228400 0.049 0.062 0.104
H -0.407000 0.826400 4.022400 -0.033 -0.010 0.000
H 1.040200 -0.151300 4.174700 -0.032 -0.037 0.110
H 2.903000 -1.265500 2.862700 0.034 -0.024 0.054
H 2.658900 -1.984100 1.272200 0.020 0.001 0.028
H 1.320900 -1.897600 2.426700 -0.016 -0.068 0.023
H 3.341100 -0.723800 -0.992500 0.100 -0.029 -0.099
H 4.217400 -0.787300 0.536100 0.090 -0.061 0.025
H 4.469800 0.555800 -0.555100 0.033 -0.044 -0.034
H 4.205400 3.068700 -0.388900 0.065 0.047 -0.095
H 2.711600 3.552000 -1.176400 0.019 0.012 -0.077
H 3.473000 2.027800 -1.609600 0.008 0.015 -0.094
H 1.213300 4.693700 0.230800 -0.061 0.080 -0.021
H 2.846000 4.562300 0.868900 -0.025 0.060 -0.019
H 1.501900 4.784700 1.970100 -0.047 0.056 0.010
C -5.194500 -1.281900 3.294900 0.120 -0.059 0.319
O -5.642100 -0.850600 2.018000 -0.350 -0.229 -0.443
C -6.102400 -1.876200 1.206100 0.194 -0.135 0.005
C -7.464200 -2.127500 1.125300 0.089 0.063 -0.045
C -7.951500 -3.121600 0.295700 0.118 -0.011 0.058
C -7.069100 -3.896300 -0.441200 0.007 -0.015 0.077
C -5.709800 -3.672600 -0.346900 0.033 0.240 0.093
C -5.207500 -2.650700 0.460100 -0.611 0.251 -0.029
N -3.803000 -2.518500 0.540000 0.527 -0.188 0.113
C -2.987900 -1.439400 0.408000 -0.662 0.607 -0.381
N -3.518900 -0.206300 0.449300 -0.649 -1.036 0.749
C -3.000000 0.966200 -0.073100 0.467 0.587 -0.531
C -1.639300 1.230800 -0.277600 -0.070 -0.209 0.676
C -1.300600 2.447200 -0.864700 0.397 0.071 -0.149
C -2.272900 3.357700 -1.266600 0.325 -0.379 0.171
C -3.617300 3.100100 -1.065200 -0.255 -0.193 0.134
C -4.003100 1.911300 -0.465500 1.057 -0.118 -0.116
O -5.267500 1.521000 -0.227700 0.098 -0.408 0.277
C -6.351300 2.359600 -0.582000 -0.234 0.245 -0.147
N -1.713200 -1.608000 0.148500 1.556 1.661 0.143
C -1.151900 -2.843600 -0.096200 -0.194 -0.791 0.312
C -0.462100 -2.951700 -1.414200 -0.169 -0.191 0.771
C -0.520600 -4.336300 -1.945500 0.026 -0.165 -0.087
C -0.426700 -5.346100 -1.091200 -0.081 -0.147 -0.233
C -0.239200 -5.060600 0.371300 -0.749 0.026 -0.010
C -1.062100 -3.878200 0.779500 -0.357 0.919 -0.582
O -1.641100 -3.741200 1.995800 0.450 0.249 -0.209
C -1.595200 -4.787900 2.951500 -0.151 -0.277 0.186
H -4.970700 -0.379500 3.858400 0.021 -0.047 0.043
H -4.295900 -1.901900 3.211500 -0.016 0.017 -0.013
H -5.976500 -1.848800 3.802600 -0.007 0.028 0.010
H -8.132500 -1.539800 1.733500 -0.073 0.156 0.056
H -9.011100 -3.306900 0.239700 -0.143 0.008 -0.008
H -7.439200 -4.678700 -1.082900 -0.040 -0.104 -0.077
H -5.019900 -4.284300 -0.911300 0.084 -0.032 -0.092
H -3.330100 -3.397600 0.370100 0.010 0.226 0.160
H -4.485200 -0.136500 0.788300 0.364 -0.115 -0.081
H -0.259100 2.695000 -1.023600 0.075 -0.012 -0.012
H -1.981500 4.282300 -1.739900 0.103 0.066 -0.017
H -4.349300 3.823600 -1.385600 -0.115 0.017 -0.015
H -7.234400 1.903300 -0.138200 0.074 0.052 -0.063
H -6.469800 2.401900 -1.669400 0.053 0.041 0.104
H -6.223600 3.366700 -0.178700 -0.007 -0.053 -0.008
H -0.832500 -2.193300 -2.105100 0.132 -0.039 0.059
H -0.631500 -4.465500 -3.008700 0.051 -0.171 -0.173
H -0.444500 -6.374300 -1.406600 -0.026 -0.222 -0.138
H -0.485700 -5.937300 0.971400 0.063 0.085 -0.036
H -2.069500 -4.369900 3.837900 0.119 -0.158 -0.013
H -0.572300 -5.089500 3.186600 0.018 0.065 0.063
H -2.163100 -5.661900 2.621900 -0.005 0.047 -0.012
O 4.282300 -8.558600 -0.105600 0.318 -0.271 -0.226
C 3.560300 -7.823900 0.726900 -0.224 -0.122 0.557
O 3.339400 -8.176200 1.851800 0.068 0.210 -0.487
C 2.994000 -6.518600 0.208300 0.038 -0.361 0.207
C 2.008900 -5.969200 0.967900 -0.241 0.520 -0.170
C 1.294700 -4.711700 0.626900 1.534 -0.399 -0.228
C 1.919000 -4.022600 -0.543400 -1.107 0.863 0.122
S 1.307500 -2.450200 -1.102100 0.753 -0.652 -0.529
C 2.912500 -4.606600 -1.278200 0.851 -0.077 -0.312
C 3.441500 -5.857200 -0.953900 -0.719 0.744 0.596
H 4.363800 -8.208600 -1.001300 -0.051 -0.052 0.097
H 1.707400 -6.497500 1.860500 -0.046 -0.142 0.138
H 1.308300 -4.039700 1.496600 0.093 -0.129 -0.065
H 3.296900 -4.086600 -2.144400 -0.052 0.019 -0.060
H 4.206200 -6.264500 -1.594700 0.138 -0.133 -0.120
```
Positions in Å, forces in eV/Å.

Results of the Löwdin charge analysis, in e, for atoms 1 through 2:
1 Pt 1.03
2 C -0.02

=====

The following is a quantum chemistry calculation of a structure of composition C11H16BrClDyINO2P, from the OMol25 dataset.

Output
Spin multiplicity = 6
Orbital gap (alpha / beta) = 5.29 / 5.38 eV
Total energy = -141273.6750 eV
Expectation value of S² = 9.3374
Charge = +2
Largest force on an atom = 13.65 eV Å⁻¹

```
35
Properties=species:S:1:pos:R:3:forces:R:3
C 3.008858 1.113700 -6.806553 0.228 0.219 -0.139
C 3.106237 1.375639 -5.336032 2.672 2.949 1.363
H 3.700068 1.779532 -7.354720 -0.331 -0.309 0.391
H 1.980058 1.285727 -7.131022 0.068 -0.064 0.015
H 3.259094 0.067772 -6.998413 -0.066 0.064 0.001
O 3.826129 2.187420 -4.768846 -2.608 -2.887 -1.654
I 1.750483 0.090987 -4.168748 0.021 0.052 0.188
Dy 0.957384 -0.445348 0.502854 0.930 -3.580 -2.534
P -0.883438 1.368726 0.367767 -0.589 0.311 -0.317
C -0.872126 2.712394 1.514125 0.005 0.783 0.669
C -0.829734 2.058355 -1.283555 0.206 0.223 -0.499
H -2.527820 -0.301723 -0.188481 -0.019 0.315 0.150
H -3.244566 1.275454 0.291817 -0.073 -0.172 0.067
H -2.604507 0.149452 1.532818 -0.085 0.152 -0.228
C -2.466718 0.539149 0.516231 -0.371 -0.332 0.110
H -0.838117 1.259838 -2.038414 -0.072 0.251 0.205
H -1.707816 2.700536 -1.402721 0.122 0.017 -0.143
H -1.723453 3.357024 1.280534 0.109 0.156 0.237
H 0.061651 3.287823 1.434421 -0.315 -0.059 -0.041
H 0.085890 2.651770 -1.423696 -0.299 -0.083 -0.004
H -0.955629 2.347773 2.547980 -0.100 0.149 -0.247
C 1.693296 0.719446 2.161943 4.914 7.274 10.447
O 2.149700 1.297088 3.091682 -2.949 -3.713 -5.827
Cl -0.030855 -1.458196 -1.254197 -1.493 -1.409 -2.551
Br -2.326592 -1.837546 5.580724 0.437 -0.143 -0.685
C -1.288820 -2.357673 4.067513 -0.326 0.593 0.450
C -0.998611 -3.697926 3.846116 0.185 -0.198 -0.288
C -0.224234 -4.060209 2.746959 0.081 -0.217 0.029
C 0.246343 -3.072522 1.899592 -0.107 0.124 0.237
N -0.041434 -1.767062 2.117671 -0.112 -0.017 0.626
C -0.800872 -1.394745 3.191640 0.404 -0.696 -0.389
H -1.362108 -4.460614 4.524615 -0.026 0.087 -0.007
H 0.022830 -5.107646 2.559233 -0.106 0.386 0.058
H 0.874175 -3.336859 1.029644 -0.421 0.229 0.415
H -0.994746 -0.327536 3.349518 0.086 -0.455 -0.103
```
Positions in Å, forces in eV/Å.

Results of the Löwdin charge analysis, in e, for atoms 1 through 2:
1 C -0.10
2 C -0.79

=====

The following is a quantum chemistry calculation of a structure of composition C12H14IrN2O2, from the OMol25 dataset.

Output
Spin multiplicity = 6
Orbital gap (alpha / beta) = 5.35 / 5.52 eV
Total energy = -22574.7337 eV
Expectation value of S² = 8.7879
Charge = 0
Largest force on an atom = 5.74 eV Å⁻¹

```
31
Properties=species:S:1:pos:R:3:forces:R:3
C 0.097431 -1.350221 -1.931579 0.509 -0.635 -0.109
C -1.227998 -1.388653 -1.380576 -0.889 -1.311 -0.401
C -1.166049 -2.038767 -0.104385 -0.488 -1.279 -0.930
C 0.198119 -2.434453 0.127685 -0.395 -0.176 -0.244
C 0.974555 -2.027265 -1.011122 0.144 -1.387 -1.500
Ir 0.082975 -0.266405 -0.062653 -0.289 -0.069 4.171
C -0.876691 1.459728 -0.746581 -0.339 1.802 -1.183
C 0.384537 1.943048 -1.345187 2.081 -1.046 -1.006
C 0.679653 2.732624 -2.405457 -0.351 -0.651 1.092
N 1.460577 0.995446 -0.747746 -1.086 4.139 -0.411
H -2.003510 -2.214528 0.560270 0.311 0.135 -0.079
H -2.124334 -0.969318 -1.827226 0.295 -0.137 0.106
H 0.570350 -2.957126 1.003550 -0.126 0.225 -0.171
H 2.045477 -2.166788 -1.131017 -0.336 0.095 0.015
H 0.383644 -0.916074 -2.885747 -0.071 -0.071 0.316
H -1.677421 1.283008 -1.471594 0.033 0.331 0.242
H 2.052223 1.503455 -0.078084 0.637 -0.252 -0.506
H -1.199755 2.062599 0.110339 0.034 -0.258 -0.111
H -0.133961 3.244903 -2.912815 0.286 0.165 0.082
H 1.714452 2.857871 -2.715909 -0.302 -0.053 -0.111
O 1.837034 1.917617 1.757994 3.164 2.897 -2.403
C 1.042952 1.222188 2.380617 -3.717 -3.144 3.039
C 0.857348 1.239540 3.889438 0.746 0.872 0.428
C -0.121892 0.134326 4.198812 -0.223 -0.368 0.035
C -0.567243 -0.417519 2.851180 1.107 1.038 -0.436
O -1.399999 -1.294347 2.673259 0.068 0.032 -0.260
N 0.167564 0.266242 1.861216 -0.805 -1.059 0.335
H 1.826019 1.083354 4.375749 -0.050 0.168 0.085
H 0.472195 2.219476 4.194008 0.130 0.059 0.097
H 0.350350 -0.670499 4.775313 -0.210 0.071 -0.108
H -0.994000 0.490241 4.755849 0.134 -0.131 -0.072
```
Positions in Å, forces in eV/Å.

Results of the Löwdin charge analysis, in e, for atoms 1 through 2:
1 C -0.22
2 C -0.22